The following is a quantum chemistry calculation of a 2-piece molecular cluster, CH3NO2S overall in a non-equilibrium geometry, from OMol25.

Element x y z (Å)
C1 1.3752 -0.5306 1.1860
N1 -0.4854 -0.8547 -0.5551
O1 2.3987 -0.6393 0.5850
O2 -1.0642 -1.5061 1.8857
S1 -0.0524 -1.6280 0.8454
H1 1.2492 0.8133 1.9288
H2 -1.1831 0.0028 -0.5936
H3 0.3295 -0.7766 -1.0730

HOMO level = -0.33979 Ha
calculated total energy = -643.20105 Ha
strongest force on any atom = 5.31 eV/A
net charge = 0

Results of the Löwdin charge analysis, in e, for atoms 1 through 4: -0.45, -0.21, -0.02, -0.49

The following is a quantum chemistry calculation of C28H43BrCaN2P2 as an isolated structure in a non-equilibrium geometry, from OMol25.

Element x y z (Å)
C1 1.0937 -2.5736 -3.4289
C2 2.0282 -2.0299 -2.5158
C3 2.8911 -1.0133 -2.9719
C4 2.9320 -0.7390 -4.3433
N1 2.1016 -1.3248 -5.1996
C5 1.2188 -2.2272 -4.7814
C6 2.0860 -2.3996 -1.1107
C7 1.7994 -2.4435 0.0959
C8 1.7040 -2.8809 1.4759
C9 0.9085 -2.2278 2.4620
C10 0.6634 -2.8699 3.6788
C11 1.4266 -3.9744 4.0189
C12 2.3749 -4.5383 3.1464
C13 2.4480 -4.0180 1.8587
Ca1 -0.9056 -1.0568 1.0195
P1 -1.1410 0.8437 -1.5613
H1 3.4818 -0.4275 -2.2660
H2 0.2704 -3.2047 -3.0891
H3 3.6513 -0.0128 -4.7183
H4 0.5707 -2.6902 -5.5259
H5 3.1193 -4.4661 1.1239
H6 0.7231 -1.1275 2.5194
H7 3.0131 -5.3653 3.4610
H8 -0.0118 -2.3881 4.3964
C14 -2.3132 2.2736 -1.4609
C15 -2.3249 3.4063 -2.4838
H9 -2.1360 2.6972 -0.4589
H10 -3.3020 1.7965 -1.4435
H11 -3.0666 4.1370 -2.1351
H12 -1.3737 3.9440 -2.5789
H13 -2.6490 3.0940 -3.4849
C16 0.3153 1.5930 -2.4319
C17 0.3278 1.8192 -3.9408
H14 1.1600 0.9377 -2.1655
H15 0.4757 2.5523 -1.9195
H16 1.2915 2.2871 -4.1888
H17 0.2811 0.8890 -4.5261
H18 -0.4542 2.5022 -4.3023
C18 -1.8923 -0.1933 -2.8813
C19 -2.7363 0.4253 -3.9885
H19 -2.4998 -0.9306 -2.3327
H20 -1.0481 -0.7418 -3.3168
H21 -3.1245 -0.3992 -4.5995
H22 -3.6055 0.9858 -3.6244
H23 -2.1696 1.0736 -4.6698
Br1 1.2292 -4.5596 5.8359
P2 0.7836 1.5733 1.7874
C20 1.0034 3.2055 0.9638
C21 1.2010 4.4106 1.8838
H24 0.0857 3.3345 0.3594
H25 1.8434 3.1143 0.2558
H26 1.2108 5.3153 1.2572
H27 0.3770 4.5158 2.6074
H28 2.1644 4.3844 2.4223
C22 0.1070 1.8957 3.4714
C23 1.1037 2.2378 4.5695
H29 -0.4430 0.9794 3.7545
H30 -0.6492 2.6884 3.3747
H31 0.5625 2.3279 5.5204
H32 1.8597 1.4566 4.7092
H33 1.6105 3.1975 4.4065
C24 2.4704 0.8686 2.0470
C25 3.5839 1.8829 2.2582
H34 2.6785 0.2576 1.1510
H35 2.4332 0.1596 2.8873
H36 4.5423 1.3532 2.3206
H37 3.6599 2.5916 1.4273
H38 3.4761 2.4437 3.1955
C26 -5.4410 -3.3363 2.2832
C27 -5.0593 -3.3083 0.8004
C28 -3.8129 -2.6500 0.5438
N2 -2.7570 -2.1700 0.4280
H39 -4.6243 -3.7386 2.8870
H40 -6.3237 -3.9418 2.4885
H41 -5.6364 -2.3291 2.6501
H42 -4.9908 -4.3341 0.4162
H43 -5.8512 -2.8196 0.2261

HOMO level = -0.50827 Ha
calculated total energy = -5136.02173 Ha
strongest force on any atom = 2.92 eV/A
net charge = +2

Results of the Löwdin charge analysis, in e, for atoms 1 through 4: -0.02, -0.23, -0.02, -0.12

The following is a quantum chemistry calculation of C3H5FOS as an isolated structure in a non-equilibrium geometry, from OMol25.

Element x y z (Å)
C1 2.0475 -0.7268 0.7551
C2 -0.4884 -0.3523 0.3442
C3 -1.7195 0.4507 -0.1029
H1 2.2610 -1.8641 0.3278
H2 1.4678 -0.3650 1.6087
H3 3.1401 0.1151 0.7977
H4 -2.3489 -0.3685 -0.2806
H5 -2.0462 1.0792 0.7176
O1 -0.6638 -1.0590 1.2714
F1 -1.3271 1.2416 -1.2302
S1 0.9839 0.1544 -0.5155

HOMO level = -0.35870 Ha
calculated total energy = -690.51905 Ha
strongest force on any atom = 4.56 eV/A
net charge = 0

Results of the Löwdin charge analysis, in e, for atoms 1 through 4: -0.39, -0.76, -0.13, 0.10

The following is a quantum chemistry calculation of a 3-piece molecular cluster, C4H10O3 overall in a non-equilibrium geometry, from OMol25.

Element x y z (Å)
C1 0.4612 0.2751 -0.3185
C2 -0.9288 0.4945 0.2158
O1 -1.0272 0.8652 1.5061
C3 -2.0602 0.3101 -0.5765
C4 -3.3597 0.7326 -0.3193
H1 0.2813 -0.5598 -0.9920
H2 0.9733 -0.1104 0.5855
H3 -1.9690 0.8859 1.7461
H4 -2.0216 -0.2339 -1.5038
H5 -3.5909 1.4571 0.4684
H6 -3.9692 0.5664 -1.2035
H7 0.9888 1.1165 -0.7433
H8 4.2907 -0.2257 -0.2622
O2 3.4058 -0.1336 -0.6080
H9 2.7225 -0.9518 -0.4009
H10 1.9630 -2.7106 -0.4667
O3 2.0752 -1.9965 0.1698

HOMO level = -0.26323 Ha
calculated total energy = -383.93562 Ha
strongest force on any atom = 4.24 eV/A
net charge = 0

Results of the Löwdin charge analysis, in e, for atoms 1 through 4: 0.01, -0.22, 0.17, -0.07

The following is a quantum chemistry calculation of C16H16ClIrN5O5Se as an isolated structure in a non-equilibrium geometry, from OMol25.

Element x y z (Å)
Ir1 -0.1714 -0.9242 -0.5866
O1 2.6799 -3.1426 1.2540
C1 2.0180 -2.3818 0.5520
N1 0.7656 -1.9874 0.7670
C2 0.0850 -2.5186 1.9144
C3 -1.2901 -1.9464 1.9658
C4 -2.1684 -2.2807 2.9881
C5 -3.4368 -1.7437 2.9977
C6 -3.8109 -0.8944 1.9664
C7 -2.9032 -0.6207 0.9672
N2 -1.6507 -1.1200 0.9728
C8 2.5658 -1.7812 -0.7057
C9 3.8331 -2.0719 -1.1693
C10 4.2618 -1.4750 -2.3418
C11 3.4107 -0.6055 -3.0118
C12 2.1461 -0.3773 -2.5037
N3 1.7428 -0.9562 -1.3656
H1 0.6385 -2.3045 2.8340
H2 0.0083 -3.6114 1.8533
H3 -1.8394 -2.9678 3.7561
H4 -4.1337 -1.9962 3.7865
H5 -4.7967 -0.4539 1.9264
H6 -3.1650 0.0077 0.1374
H7 4.4365 -2.7613 -0.5961
H8 5.2472 -1.6884 -2.7349
H9 3.7139 -0.1154 -3.9258
H10 1.4279 0.2673 -2.9895
Cl1 -1.2425 -2.5060 -1.8726
O2 -1.2504 3.0830 -2.5458
Se1 -1.7383 1.6102 -2.1227
O3 -1.9031 1.6482 -0.3256
O4 -0.5107 0.5050 -2.2605
O5 -3.1992 1.1319 -2.5548
C13 -0.9797 4.4567 0.3847
N4 -0.2091 3.2446 0.2356
C14 1.0699 3.1221 -0.1333
C15 1.3883 1.7673 -0.1367
N5 0.3511 1.0173 0.2145
C16 -0.7698 1.9248 0.4575
H11 -0.3696 5.3017 0.0771
H12 -1.2843 4.5909 1.4247
H13 -1.8628 4.4132 -0.2509
H14 1.6761 3.9671 -0.4131
H15 2.3460 1.3348 -0.3777
H16 -1.1266 1.8387 1.4912

HOMO level (spin up / spin down) = -0.27729 / -0.28690 Ha
calculated total energy = -4235.21585 Ha
strongest force on any atom = 3.07 eV/A
⟨S²⟩ = 0.76
spin multiplicity = 2
net charge = 0

Results of the Löwdin charge analysis, in e, for atoms 1 through 4: 1.12, 0.04, -0.50, -0.15

The following is a quantum chemistry calculation of a 3-piece molecular cluster, C12H22BrN4 overall in a non-equilibrium geometry, from OMol25.

Element x y z (Å)
C1 0.8725 -0.8119 1.6300
C2 1.8633 -0.4338 0.4958
N1 3.2691 -0.7333 0.7180
C3 4.2760 -0.7705 -0.2670
C4 5.4778 -1.0306 0.3798
N2 5.2605 -1.2826 1.7410
C5 3.8945 -1.0971 1.9045
C6 6.3284 -1.4378 2.7297
H1 0.0432 -0.1046 1.6392
H2 1.2345 -0.7920 2.6579
H3 0.4592 -1.8139 1.5151
H4 1.8250 0.6380 0.3013
H5 1.5972 -1.0487 -0.3640
H6 4.0205 -0.4980 -1.2803
H7 6.4701 -1.0953 -0.0415
H8 3.4129 -1.1723 2.8682
H9 6.0863 -0.7832 3.5670
H10 7.3194 -1.2541 2.3146
H11 6.4141 -2.4819 3.0305
C7 -3.7592 3.2015 0.8689
C8 -4.6425 2.7947 -0.3634
N3 -3.9436 1.6256 -1.1302
C9 -3.2514 1.7253 -2.3318
C10 -2.9574 0.4724 -2.7432
N4 -3.5267 -0.4613 -1.8773
C11 -4.2275 0.2893 -0.9291
C12 -3.4812 -1.9056 -2.0573
H12 -2.7219 3.4239 0.6187
H13 -3.8889 2.4194 1.6170
H14 -4.1824 4.1075 1.3025
H15 -4.6377 3.6905 -0.9844
H16 -5.6498 2.5283 -0.0431
H17 -3.0852 2.7168 -2.7262
H18 -2.4498 0.0591 -3.6022
H19 -4.7594 -0.1072 -0.0769
H20 -4.4921 -2.2258 -2.3097
H21 -3.3644 -2.4077 -1.0969
H22 -2.7961 -2.3741 -2.7638
Br1 1.6927 -1.5693 -4.9114

HOMO level = -0.28515 Ha
calculated total energy = -3263.16538 Ha
strongest force on any atom = 4.91 eV/A
net charge = +1

Results of the Löwdin charge analysis, in e, for atoms 1 through 4: -0.06, -0.15, -0.05, 0.04

Which value of strongest force on any atom does entry 2 give?
2.92 eV/A

Among the records above, which one has the highest calculated total energy?
C4H10O3

What did the second record say?
The following is a quantum chemistry calculation of C28H43BrCaN2P2 as an isolated structure in a non-equilibrium geometry, from OMol25.

Element x y z (Å)
C1 1.0937 -2.5736 -3.4289
C2 2.0282 -2.0299 -2.5158
C3 2.8911 -1.0133 -2.9719
C4 2.9320 -0.7390 -4.3433
N1 2.1016 -1.3248 -5.1996
C5 1.2188 -2.2272 -4.7814
C6 2.0860 -2.3996 -1.1107
C7 1.7994 -2.4435 0.0959
C8 1.7040 -2.8809 1.4759
C9 0.9085 -2.2278 2.4620
C10 0.6634 -2.8699 3.6788
C11 1.4266 -3.9744 4.0189
C12 2.3749 -4.5383 3.1464
C13 2.4480 -4.0180 1.8587
Ca1 -0.9056 -1.0568 1.0195
P1 -1.1410 0.8437 -1.5613
H1 3.4818 -0.4275 -2.2660
H2 0.2704 -3.2047 -3.0891
H3 3.6513 -0.0128 -4.7183
H4 0.5707 -2.6902 -5.5259
H5 3.1193 -4.4661 1.1239
H6 0.7231 -1.1275 2.5194
H7 3.0131 -5.3653 3.4610
H8 -0.0118 -2.3881 4.3964
C14 -2.3132 2.2736 -1.4609
C15 -2.3249 3.4063 -2.4838
H9 -2.1360 2.6972 -0.4589
H10 -3.3020 1.7965 -1.4435
H11 -3.0666 4.1370 -2.1351
H12 -1.3737 3.9440 -2.5789
H13 -2.6490 3.0940 -3.4849
C16 0.3153 1.5930 -2.4319
C17 0.3278 1.8192 -3.9408
H14 1.1600 0.9377 -2.1655
H15 0.4757 2.5523 -1.9195
H16 1.2915 2.2871 -4.1888
H17 0.2811 0.8890 -4.5261
H18 -0.4542 2.5022 -4.3023
C18 -1.8923 -0.1933 -2.8813
C19 -2.7363 0.4253 -3.9885
H19 -2.4998 -0.9306 -2.3327
H20 -1.0481 -0.7418 -3.3168
H21 -3.1245 -0.3992 -4.5995
H22 -3.6055 0.9858 -3.6244
H23 -2.1696 1.0736 -4.6698
Br1 1.2292 -4.5596 5.8359
P2 0.7836 1.5733 1.7874
C20 1.0034 3.2055 0.9638
C21 1.2010 4.4106 1.8838
H24 0.0857 3.3345 0.3594
H25 1.8434 3.1143 0.2558
H26 1.2108 5.3153 1.2572
H27 0.3770 4.5158 2.6074
H28 2.1644 4.3844 2.4223
C22 0.1070 1.8957 3.4714
C23 1.1037 2.2378 4.5695
H29 -0.4430 0.9794 3.7545
H30 -0.6492 2.6884 3.3747
H31 0.5625 2.3279 5.5204
H32 1.8597 1.4566 4.7092
H33 1.6105 3.1975 4.4065
C24 2.4704 0.8686 2.0470
C25 3.5839 1.8829 2.2582
H34 2.6785 0.2576 1.1510
H35 2.4332 0.1596 2.8873
H36 4.5423 1.3532 2.3206
H37 3.6599 2.5916 1.4273
H38 3.4761 2.4437 3.1955
C26 -5.4410 -3.3363 2.2832
C27 -5.0593 -3.3083 0.8004
C28 -3.8129 -2.6500 0.5438
N2 -2.7570 -2.1700 0.4280
H39 -4.6243 -3.7386 2.8870
H40 -6.3237 -3.9418 2.4885
H41 -5.6364 -2.3291 2.6501
H42 -4.9908 -4.3341 0.4162
H43 -5.8512 -2.8196 0.2261

HOMO level = -0.50827 Ha
calculated total energy = -5136.02173 Ha
strongest force on any atom = 2.92 eV/A
net charge = +2

Results of the Löwdin charge analysis, in e, for atoms 1 through 4: -0.02, -0.23, -0.02, -0.12

Look up the calculated total energy of the fourth one.
-383.93562 Ha